DFT (ωB97M-V/def2-TZVPD) results for C23H21N3O3PdS3 as an isolated structure.

Structure (XYZ):
```
54
Properties=species:S:1:pos:R:3
Pd 0.516 -0.112 -1.626
C 5.628 0.939 -0.955
N 4.540 1.896 -0.884
C 4.669 3.262 -0.737
C 3.434 3.778 -0.730
N 2.533 2.721 -0.873
C 3.233 1.554 -0.977
S 2.785 -0.058 -1.184
C 1.125 2.951 -0.885
C 0.648 4.047 -0.186
C -0.696 4.352 -0.284
C -1.508 3.567 -1.083
C -0.948 2.474 -1.715
N 0.354 2.158 -1.614
H 6.565 1.479 -0.856
H 5.601 0.413 -1.909
H 5.534 0.207 -0.153
H 5.629 3.741 -0.665
H 3.110 4.799 -0.681
H 1.297 4.620 0.458
H -1.100 5.190 0.269
H -2.563 3.765 -1.196
H -1.547 1.788 -2.299
O -3.480 -0.383 -1.756
C -2.368 -0.885 -1.826
O -1.355 -0.229 -2.310
C -2.180 -2.335 -1.448
C -3.355 -3.053 -1.215
C -3.344 -4.400 -0.911
C -2.122 -5.056 -0.818
C -0.949 -4.362 -1.031
C -0.953 -2.998 -1.360
S 0.657 -2.341 -1.641
H -4.284 -2.505 -1.293
H -4.272 -4.933 -0.749
H -2.082 -6.112 -0.576
H 0.004 -4.871 -0.948
C 0.979 0.018 3.626
S 0.872 -0.129 1.833
O 0.749 1.285 1.355
C -0.763 -0.846 1.814
C -0.900 -2.208 2.041
C -2.171 -2.755 2.082
C -3.281 -1.948 1.863
C -3.126 -0.597 1.590
C -1.857 -0.035 1.569
H 0.143 0.624 3.973
H 1.927 0.505 3.849
H 0.950 -0.975 4.071
H -0.023 -2.834 2.161
H -2.296 -3.817 2.246
H -4.271 -2.385 1.868
H -3.988 0.016 1.365
H -1.701 1.013 1.343
```

Properties
- total charge = 0
- HOMO-LUMO gap (Ha) = 0.2574

These are the Mulliken partial charges, in e, on atoms 1 to 4: 0.438, -0.879, 0.226, -0.579

***

DFT (ωB97M-V/def2-TZVPD) results for C23H21N3O3PdSe3Te as an isolated structure.

Structure (XYZ):
```
55
Properties=species:S:1:pos:R:3
Pd 0.462 -0.670 0.115
C -2.898 -3.215 0.345
C -4.029 -2.450 0.076
C -3.896 -1.084 -0.074
C -2.645 -0.452 0.021
C -1.491 -1.227 0.242
C -1.662 -2.603 0.427
C -2.565 1.030 -0.097
C -3.732 1.843 -0.265
C -3.617 3.195 -0.344
C -2.342 3.803 -0.249
C -2.122 5.196 -0.316
C -0.853 5.696 -0.202
C 0.242 4.825 -0.015
C 0.059 3.471 0.049
C -1.246 2.932 -0.070
N -1.384 1.586 -0.010
H -2.980 -4.288 0.477
H -5.006 -2.913 -0.009
H -4.793 -0.511 -0.268
H -0.788 -3.209 0.639
H -4.712 1.395 -0.324
H -4.496 3.819 -0.471
H -2.972 5.856 -0.460
H -0.683 6.765 -0.257
H 1.240 5.236 0.071
H 0.876 2.771 0.162
Se 0.298 -0.546 2.524
Se 0.854 -2.546 3.389
Te 4.310 0.125 1.810
Se 3.002 -0.692 -0.075
C 3.006 -0.169 -4.287
C 2.133 1.047 -4.572
C 0.681 0.897 -4.078
C -0.092 2.203 -4.334
C -1.524 2.158 -3.811
C 0.021 -0.203 -4.878
O -0.129 -0.145 -6.091
N -0.406 -1.263 -4.155
C -0.142 -1.538 -2.780
O -0.417 -2.660 -2.405
N 0.382 -0.549 -2.019
C 0.722 0.652 -2.560
O 1.096 1.592 -1.876
H 4.005 -0.031 -4.705
H 2.585 -1.074 -4.732
H 3.116 -0.338 -3.214
H 2.092 1.249 -5.646
H 2.544 1.926 -4.072
H -0.083 2.388 -5.410
H 0.459 3.002 -3.836
H -2.089 1.342 -4.267
H -2.049 3.090 -4.031
H -1.538 2.017 -2.728
H -0.798 -2.048 -4.654
```

Properties
- total charge = -2
- HOMO-LUMO gap (spin up / spin down) (Ha) = 0.2053 / 0.1983
- 2S+1 = 3

These are the Mulliken partial charges, in e, on atoms 1 to 4: 0.148, -0.622, -0.781, -0.744

***

DFT (ωB97M-V/def2-TZVPD) results for one molecule with the formula C23H21N3O4S2.

Structure (XYZ):
```
53
Properties=species:S:1:pos:R:3
C 2.787 -0.083 -2.737
O 3.621 -0.023 -1.608
C 3.690 -1.105 -0.780
C 2.958 -2.270 -0.929
C 3.133 -3.324 -0.042
C 4.041 -3.213 0.990
C 4.765 -2.044 1.159
C 4.596 -0.971 0.292
N 5.302 0.221 0.409
C 6.503 0.262 1.213
S 4.503 1.724 0.348
O 4.895 2.415 1.546
O 4.772 2.393 -0.886
C 2.746 1.382 0.501
C 1.873 2.022 -0.356
C 0.511 1.811 -0.230
C 0.030 0.954 0.758
C -1.429 0.687 0.974
O -1.870 0.431 2.074
N -2.173 0.741 -0.168
C -3.552 0.575 -0.326
C -4.057 0.628 -1.635
C -5.401 0.488 -1.893
C -6.275 0.289 -0.829
N -7.628 0.134 -0.913
C -8.174 -0.030 0.227
C -9.622 -0.222 0.456
S -7.055 -0.017 1.609
C -5.757 0.236 0.484
C -4.407 0.377 0.749
C 0.924 0.350 1.639
C 2.285 0.566 1.517
H 2.941 0.861 -3.258
H 1.732 -0.178 -2.453
H 3.063 -0.912 -3.397
H 2.259 -2.375 -1.742
H 2.560 -4.228 -0.174
H 4.188 -4.034 1.676
H 5.464 -1.967 1.976
H 6.291 0.260 2.286
H 7.136 -0.585 0.952
H 7.019 1.188 0.971
H 2.283 2.672 -1.113
H -0.166 2.346 -0.881
H -1.673 0.897 -1.032
H -3.371 0.785 -2.456
H -5.788 0.530 -2.898
H -10.144 -0.202 -0.497
H -9.803 -1.176 0.949
H -10.009 0.567 1.100
H -4.027 0.334 1.755
H 0.529 -0.282 2.420
H 2.980 0.114 2.205
```

Properties
- total charge = 0
- structure (SMILES) = COc1ccccc1N(C)S(=O)(=O)c1ccc(C(=O)Nc2ccc3nc(C)sc3c2)cc1
- HOMO-LUMO gap (Ha) = 0.3056

These are the Mulliken partial charges, in e, on atoms 1 to 4: -1.112, -0.211, 1.014, -0.663

***

DFT (ωB97M-V/def2-TZVPD) results for one molecule with the formula C23H21N5O3S2.

Structure (XYZ):
```
54
Properties=species:S:1:pos:R:3
C -0.006 -1.605 3.551
C -0.712 -1.032 2.595
C -1.593 -1.789 1.642
N -1.189 -1.511 0.286
C -0.125 -2.041 -0.368
S 0.896 -3.292 0.274
C 2.169 -3.346 -1.041
C 3.203 -2.258 -0.816
O 4.359 -2.470 -0.527
N 2.682 -1.007 -0.930
C 3.350 0.117 -0.506
S 5.075 0.148 -0.399
C 5.000 1.787 0.150
C 3.732 2.255 0.273
C 2.749 1.296 -0.093
C 1.367 1.432 0.064
N 0.236 1.508 0.258
C 3.713 3.651 0.802
C 5.196 4.074 0.684
C 6.028 2.775 0.578
N 0.029 -1.461 -1.537
N -0.942 -0.545 -1.665
C -1.658 -0.560 -0.580
C -2.799 0.347 -0.289
C -3.134 1.203 -1.511
O -4.186 2.090 -1.217
C -5.230 1.501 -0.555
C -6.444 2.175 -0.498
C -7.530 1.605 0.138
C -7.418 0.351 0.717
C -6.210 -0.319 0.684
C -5.110 0.254 0.061
O -3.920 -0.438 0.087
H 0.619 -1.032 4.213
H -0.034 -2.669 3.716
H -0.664 0.035 2.422
H -2.637 -1.481 1.746
H -1.512 -2.866 1.815
H 1.653 -3.224 -1.993
H 2.639 -4.325 -0.967
H 1.719 -0.911 -1.274
H 3.377 3.656 1.842
H 3.052 4.307 0.235
H 5.330 4.659 -0.225
H 5.509 4.686 1.528
H 6.454 2.491 1.545
H 6.849 2.868 -0.133
H -2.526 1.017 0.544
H -2.271 1.803 -1.797
H -3.408 0.540 -2.341
H -6.510 3.143 -0.968
H -8.468 2.137 0.174
H -8.268 -0.103 1.202
H -6.094 -1.291 1.139
```

Properties
- total charge = 0
- structure (SMILES) = C=CCn1c(SCC(=O)Nc2sc3c(c2C#N)CCC3)nnc1[C@H]1COc2ccccc2O1
- HOMO-LUMO gap (Ha) = 0.3178

These are the Mulliken partial charges, in e, on atoms 1 to 4: -0.887, 0.257, -0.876, 0.246

***

Computed maximum force (hartree/bohr) in order:
0.0134, 0.0126, 0.0218, 0.0241